{
  "formula": "C4H12N2O",
  "method": "ωB97M-V/def2-TZVPD",
  "symbols": ["C", "C", "C", "C", "N", "N", "O", "H", "H", "H", "H", "H", "H", "H", "H", "H", "H", "H", "H"],
  "coordinates": [[0.453052, 0.305288, -1.943566], [-1.504270, 0.672273, -0.648833], [-0.094116, -2.120149, 0.759963], [0.992286, 1.163924, 1.510520], [-0.511201, -0.284675, -1.054862], [0.355056, -0.807831, 0.451641], [0.049574, 0.108103, 1.457241], [1.363369, -0.263184, -1.637204], [0.310453, -0.042313, -3.061611], [0.470634, 1.451293, -1.913401], [-1.162672, 1.736961, -0.495051], [-2.325315, 0.681063, -1.297143], [-1.694041, 0.435498, 0.469073], [0.414572, -2.246164, 1.786239], [-1.190520, -2.315155, 0.926414], [0.363475, -2.835682, 0.078025], [1.616578, 0.927960, 2.468108], [0.487508, 2.169751, 1.574346], [1.605577, 1.263038, 0.570103]],
  "forces_ev_per_a": [[0.08, -1.22, -1.88], [1.23, 0.33, 3.66], [0.73, -0.22, 3.36], [1.12, 0.62, 0.69], [-2.26, 3.57, -4.92], [2.32, -0.86, 3.38], [-0.03, -0.88, 0.16], [0.13, 1.22, -0.41], [-0.05, 0.80, 1.80], [0.37, -1.63, 0.03], [0.15, -0.75, -0.82], [-1.59, -0.12, -0.80], [-0.95, 0.07, -2.03], [-0.90, -0.70, -1.08], [0.82, 0.46, -0.49], [-0.25, 0.20, -0.19], [-0.69, 0.92, -1.88], [0.13, -1.15, 0.40], [-0.36, -0.67, 1.03]],
  "lumo_ev": [1.07, -1.00],
  "multiplicity": 3,
  "gap_ev": [6.3, 7.8],
  "s2": 2.009,
  "homo_ev": [-5.27, -8.75]
}



{
  "formula": "C4H12N2O",
  "method": "ωB97M-V/def2-TZVPD",
  "symbols": ["C", "C", "C", "C", "N", "N", "H", "H", "H", "H", "H", "H", "H", "H", "H", "H", "H", "H", "O"],
  "coordinates": [[-0.530308, -2.032805, -0.873333], [0.823907, -1.458646, -0.461908], [0.614472, -0.157204, 0.325919], [-0.713318, 0.061467, 2.392902], [0.243969, -0.313481, 1.700837], [-1.164931, -2.655750, 0.298289], [-0.320569, -2.781055, -1.645427], [-1.225717, -1.340670, -1.347952], [1.525368, -2.104545, 0.070682], [1.372136, -1.076267, -1.333956], [-0.127005, 0.410497, -0.247703], [1.516448, 0.451892, 0.437220], [-1.590535, 0.494396, 1.885746], [-0.683964, 0.341925, 3.456583], [-1.042439, -3.655550, 0.267995], [-2.028755, -2.240675, 0.571389], [0.919216, 6.584532, -1.318086], [0.952747, 5.578873, -2.467718], [1.459271, 5.893067, -1.711482]],
  "forces_ev_per_a": [[0.27, -1.38, 0.51], [0.44, 1.85, -0.34], [1.08, -1.15, -0.01], [0.32, 1.44, 0.49], [-1.71, 0.51, -0.24], [1.37, 0.62, -0.70], [-0.19, -0.02, 0.10], [0.34, 0.44, 0.08], [-0.52, -0.38, -0.10], [-0.09, -0.37, -0.11], [-0.27, 0.48, 0.69], [0.21, 0.05, -0.50], [-0.13, -0.62, -0.17], [0.32, -0.86, -0.09], [-0.78, 0.06, 0.46], [-0.65, -0.66, -0.06], [0.01, 0.06, -0.03], [0.05, 0.11, 0.01], [-0.07, -0.18, 0.02]],
  "lumo_ev": [-4.96, -8.22],
  "multiplicity": 2,
  "charge": 1,
  "gap_ev": [8.2, 4.8],
  "s2": 0.759,
  "homo_ev": [-13.20, -13.03]
}



{
  "formula": "C4H12N2O2",
  "method": "ωB97M-V/def2-TZVPD",
  "symbols": ["O", "C", "C", "C", "C", "N", "N", "H", "H", "H", "H", "H", "H", "H", "H", "H", "H", "H", "H", "O"],
  "coordinates": [[2.754051, -0.039301, -1.240059], [2.086208, 0.414525, -0.341245], [0.886311, -0.180998, 0.192237], [0.336908, 0.180201, 1.513934], [-1.163657, -0.046220, 1.548002], [-1.773551, 0.604282, 0.403054], [0.492095, -1.381034, -0.298744], [2.348671, 1.411972, 0.058752], [0.774169, 1.896615, -2.297253], [0.528311, 1.188575, 1.893352], [0.912258, -0.411977, 2.240680], [-1.532447, 0.343758, 2.498004], [-1.281980, -1.131876, 1.504929], [-1.397495, -0.002480, -0.400956], [-2.777139, 0.432964, 0.464627], [1.258255, -1.678861, -0.926458], [-0.251550, -1.168372, -1.084575], [0.441000, 1.498428, -1.753410], [-1.637079, -1.295598, -2.135210], [-1.003333, -0.634606, -1.839665]],
  "forces_ev_per_a": [[-0.35, -0.51, 0.44], [2.01, 1.84, -1.08], [-0.73, -4.85, 0.86], [-0.38, 1.51, 0.53], [0.21, -0.54, 0.70], [0.71, -0.93, -0.28], [5.08, 2.03, 3.23], [-0.05, -0.17, 0.22], [-0.14, -0.13, 0.30], [0.20, 0.27, -0.82], [-0.32, -0.42, -0.18], [-0.16, -0.15, -0.01], [-0.41, -0.17, 0.37], [-1.63, 1.63, 0.56], [0.21, 0.14, -0.28], [-0.26, 0.20, -0.12], [-4.27, 0.68, -3.15], [-0.05, 0.35, -0.46], [-0.06, -0.01, -0.12], [0.40, -0.76, -0.71]],
  "lumo_ev": -2.04,
  "gap_ev": 7.0,
  "homo_ev": -9.00
}



{
  "formula": "C4H12N2O2",
  "method": "ωB97M-V/def2-TZVPD",
  "symbols": ["O", "C", "C", "C", "C", "N", "N", "H", "H", "H", "H", "H", "H", "H", "H", "H", "H", "H", "H", "O"],
  "coordinates": [[-2.079043, -0.376709, 1.721011], [-1.308926, 0.600416, 1.626364], [-0.908238, 1.394156, 0.517321], [0.521904, 1.787877, 0.297025], [1.394941, 0.629913, -0.299605], [1.452947, -0.645443, 0.524715], [-1.542562, 0.895669, -0.721430], [-0.835543, 0.965703, 2.608052], [-2.044578, -2.505042, -1.139943], [0.824933, 1.987075, 1.425490], [0.694779, 2.699204, -0.443415], [2.436952, 0.943904, -0.400863], [0.968113, 0.545168, -1.334121], [0.517448, -0.928935, 0.799363], [1.893606, -1.398570, 0.044920], [-2.003362, 0.053509, -0.388947], [-2.213738, 1.535112, -1.093508], [-1.514485, -3.023966, -0.892887], [2.191827, -2.937770, -1.590854], [1.553025, -2.221269, -1.258690]],
  "forces_ev_per_a": [[1.28, 2.08, -1.37], [-0.28, -1.07, 4.50], [0.79, -2.57, -5.79], [-0.84, 2.52, 3.10], [0.45, -2.95, 0.48], [-1.78, 5.35, 0.39], [0.94, 0.80, 2.87], [-0.33, -0.48, -1.00], [0.82, -0.87, 0.41], [0.26, 0.23, -2.42], [-0.45, -1.81, 1.81], [-0.21, 0.20, -0.02], [-0.06, -0.56, 0.72], [0.04, -0.19, -0.12], [1.21, -1.90, -1.69], [-0.71, -0.15, -0.45], [-0.24, 0.46, -0.81], [-0.80, 0.90, -0.42], [-1.25, 1.44, 1.01], [1.16, -1.44, -1.21]],
  "lumo_ev": -3.95,
  "gap_ev": 3.8,
  "homo_ev": -7.73
}



{
  "formula": "C4H12N2O2",
  "method": "ωB97M-V/def2-TZVPD",
  "symbols": ["C", "N", "N", "O", "H", "H", "H", "H", "H", "H", "C", "C", "C", "O", "H", "H", "H", "H", "H", "H"],
  "coordinates": [[1.674089, -1.300768, -0.569094], [1.164128, -1.236948, 0.753959], [2.049736, -1.163904, 1.694361], [0.270322, 0.528494, 0.903431], [0.925982, 1.155579, 0.559903], [2.930782, -0.670250, 1.531875], [1.664405, -1.077702, 2.626567], [2.701675, -0.931016, -0.677813], [1.567469, -2.329598, -0.914199], [0.977235, -0.669045, -1.205738], [-1.521085, 2.050512, -0.404393], [-1.890610, -0.470739, -0.298649], [-0.963889, 0.668776, -0.683249], [-0.194280, 0.524769, -1.669705], [-2.437446, 2.199071, -0.982235], [-0.799123, 2.813752, -0.693888], [-1.751762, 2.157354, 0.656391], [-2.184077, -0.396132, 0.748609], [-2.785181, -0.422787, -0.924954], [-1.398370, -1.429417, -0.451180]],
  "forces_ev_per_a": [[-0.34, 0.99, -1.17], [-0.58, 0.58, 1.22], [-0.06, 0.22, -0.19], [0.67, -0.78, 0.12], [-0.01, -0.11, -0.04], [-0.17, -0.13, -0.10], [0.00, -0.10, -0.13], [0.02, -0.14, 0.11], [0.14, -0.08, 0.13], [0.66, -0.67, 0.44], [0.34, 0.01, 0.54], [0.34, -0.02, 0.48], [-0.21, -0.07, -2.11], [-0.79, 0.35, 0.94], [0.07, -0.12, -0.02], [-0.01, -0.06, -0.04], [-0.09, 0.05, -0.05], [-0.08, 0.01, -0.04], [0.10, 0.05, -0.02], [0.00, 0.02, -0.07]],
  "lumo_ev": 0.07,
  "gap_ev": 8.6,
  "homo_ev": -8.50
}



{
  "formula": "C4H12N2O2",
  "method": "ωB97M-V/def2-TZVPD",
  "symbols": ["C", "C", "C", "C", "N", "N", "O", "O", "H", "H", "H", "H", "H", "H", "H", "H", "H", "H", "H", "H"],
  "coordinates": [[-0.874131, -0.698037, -0.078797], [-0.062704, 0.597264, 0.284685], [1.412611, 0.576525, -0.170747], [-0.123598, 0.870413, 1.788741], [-0.259884, -1.969702, 0.185720], [-1.153026, -0.762266, -1.499013], [-0.692038, 1.710934, -0.391467], [1.534389, 0.320887, -1.570728], [-1.181641, 1.297624, -1.137022], [1.084706, 1.070690, -2.006955], [-1.843025, -0.653037, 0.432121], [0.639983, -2.014415, -0.291707], [-0.053252, -2.053509, 1.179191], [-0.254114, -0.847964, -1.980157], [-1.608027, -1.663659, -1.649740], [1.984955, -0.188750, 0.363210], [1.888844, 1.545583, 0.018265], [0.378896, 1.812753, 2.035353], [0.342905, 0.067007, 2.367360], [-1.161847, 0.981658, 2.121687]],
  "forces_ev_per_a": [[0.23, 0.05, -0.67], [-0.13, 0.37, -0.08], [-0.20, -0.11, -0.22], [-0.15, 0.12, -0.02], [0.84, -0.39, 1.67], [-0.16, 0.55, -1.00], [-0.13, -0.81, -0.26], [-0.27, 0.31, -0.11], [0.18, 0.31, 0.40], [0.30, -0.46, 0.20], [0.21, 0.08, 0.17], [-0.16, -0.03, 0.00], [0.04, -0.26, 0.00], [-0.26, 0.16, 0.08], [-0.13, 0.41, -0.02], [-0.09, 0.00, -0.17], [-0.28, -0.05, 0.40], [0.03, -0.20, -0.14], [-0.01, 0.06, -0.08], [0.13, -0.12, -0.16]],
  "lumo_ev": 0.85,
  "smiles": "C[C@@](O)(CO)C(N)N",
  "gap_ev": 10.3,
  "homo_ev": -9.45
}



So what do the calculations give for energy above the lowest of the compared OMol25 structures with the same formula, charge and spin? Going down the list: 4.254; 2.420; 5.835; 9.689; 5.383; 1.474 eV.